[1]
The following is a quantum chemistry calculation of a gas-phase ion, C9H13N2 (charge +1), from the OMol25 dataset.

Geometry as XYZ:
```
24
Properties=species:S:1:pos:R:3
C -3.7504 -0.8377 0.6765
C -2.9560 -0.1270 0.0845
C 1.0068 -2.2724 -0.3635
C -0.1794 -1.6499 -0.4232
C 1.9744 -0.4514 0.6213
C 0.8831 0.4061 0.2030
C 0.7595 1.6823 1.0479
C 1.3968 0.8983 -1.2769
C -1.8519 0.4250 -0.4496
N 1.9644 -1.7004 0.4665
N -0.3716 -0.3474 0.1774
H -4.6471 -1.2188 1.0832
H 1.2307 -3.1660 -0.8575
H -1.0965 -2.0805 -0.9378
H 2.6983 -0.0754 1.4831
H 1.7678 2.2089 0.9888
H 0.4573 1.5352 2.1867
H 0.0098 2.4084 0.6905
H 1.0234 1.8926 -1.5317
H 1.2079 0.1980 -2.1123
H 2.4644 0.7965 -1.0228
H -1.6423 1.4732 -0.3261
H -1.7342 0.4572 -1.5949
H -0.6152 -0.4550 1.1870
```

DFT total energy	-12512.1529	eV
net charge	+1
gap between HOMO and LUMO	9.406	eV
SMILES string	C#CC[N@H+]1C=CN=CC1(C)C

Per-atom Löwdin charges, elementary charge units: atom 1 (C): 0.227, atom 2 (C): -0.140, atom 3 (C): -0.064, atom 4 (C): -0.052, atom 5 (C): -0.143, atom 6 (C): -0.516, atom 7 (C): -0.034, atom 8 (C): 0.032, atom 9 (C): -0.043, atom 10 (N): 0.112, atom 11 (N): 0.026, atom 12 (H): 0.057, atom 13 (H): 0.112, atom 14 (H): 0.153, atom 15 (H): 0.189, atom 16 (H): 0.122, atom 17 (H): 0.140, atom 18 (H): 0.077, atom 19 (H): 0.088, atom 20 (H): 0.096, atom 21 (H): 0.091, atom 22 (H): 0.106, atom 23 (H): 0.171, atom 24 (H): 0.192

=====

[2]
The following is a quantum chemistry calculation of a molecular structure, C14H23CoN7O2SbSe4, from the OMol25 dataset.

Geometry as XYZ:
```
52
Properties=species:S:1:pos:R:3
Co -0.4561 -1.0072 0.2375
N 1.5718 -1.3682 0.0117
N 1.9978 -2.2076 1.0713
C 1.0882 -2.6214 1.9636
N 1.4780 -3.6079 2.7774
N -0.1168 -2.0153 1.8953
N -1.1040 -2.2839 2.7589
O -0.9080 -2.8819 3.8146
O -2.1967 -1.8669 2.4272
H 1.5588 -1.9113 -0.8564
H 2.1928 -0.5725 -0.0704
H 2.6607 -2.9871 0.7705
H 2.0743 -4.2908 2.2595
H 0.7406 -3.9979 3.3479
N -3.4226 -0.6546 0.3615
C -2.2669 -0.8611 0.4852
H -4.1564 -0.9124 1.0001
C 0.6865 0.3648 -3.2036
C -0.4252 1.4129 -3.0867
C -1.8055 0.7473 -3.1117
C -0.2445 2.3751 -1.9275
C -0.1228 3.7243 -2.1975
C 0.0637 4.6905 -1.2115
C 0.1407 4.2490 0.1015
C 0.0249 2.9162 0.4599
C 0.1173 2.5492 1.9295
C 1.2874 1.6100 2.2483
C -1.1999 2.0045 2.4957
C -0.2010 1.9203 -0.5575
N -0.3573 0.6504 -0.2437
H 0.5853 -0.1977 -4.1339
H 0.6344 -0.3623 -2.3967
H 1.6697 0.8428 -3.1977
H -0.3549 2.0401 -3.9836
H -1.9544 0.1202 -2.2352
H -1.9036 0.1090 -3.9926
H -2.5971 1.5012 -3.1356
H -0.1686 4.0324 -3.2390
H 0.1556 5.7393 -1.4605
H 0.3006 4.9720 0.8981
H 0.3249 3.4909 2.4500
H 1.1771 0.6587 1.7292
H 1.3395 1.4056 3.3210
H 2.2332 2.0610 1.9376
H -1.5654 1.1682 1.9034
H -1.9673 2.7825 2.4865
H -1.0707 1.6599 3.5262
Se 3.0185 -4.9935 0.1394
Sb 0.9092 -5.1258 -1.2716
Se -0.7444 -3.0756 -1.2666
Se -0.4211 -6.9801 -0.4672
Se 1.6999 -5.0152 -3.5619
```

DFT total energy	-334964.9067	eV
net charge	-2
gap between HOMO and LUMO (alpha / beta)	5.754 / 5.756	eV

Per-atom Löwdin charges, elementary charge units: atom 1 (Co): 0.152, atom 2 (N): -0.010, atom 3 (N): -0.019, atom 4 (C): -0.413, atom 5 (N): 0.181, atom 6 (N): 0.065, atom 7 (N): -0.393, atom 8 (O): 0.039, atom 9 (O): 0.002, atom 10 (H): 0.031, atom 11 (H): 0.116, atom 12 (H): -0.070, atom 13 (H): -0.011, atom 14 (H): 0.091, atom 15 (N): 0.177, atom 16 (C): -0.193, atom 17 (H): 0.091, atom 18 (C): -0.070, atom 19 (C): -0.384, atom 20 (C): -0.067, atom 21 (C): -0.158, atom 22 (C): -0.089, atom 23 (C): -0.148, atom 24 (C): -0.096, atom 25 (C): -0.163, atom 26 (C): -0.382, atom 27 (C): -0.074, atom 28 (C): -0.067, atom 29 (C): -0.263, atom 30 (N): 0.006, atom 31 (H): 0.079, atom 32 (H): 0.020, atom 33 (H): 0.077, atom 34 (H): 0.113, atom 35 (H): 0.040, atom 36 (H): 0.074, atom 37 (H): 0.073, atom 38 (H): 0.096, atom 39 (H): 0.070, atom 40 (H): 0.094, atom 41 (H): 0.112, atom 42 (H): 0.030, atom 43 (H): 0.070, atom 44 (H): 0.077, atom 45 (H): 0.035, atom 46 (H): 0.074, atom 47 (H): 0.071, atom 48 (Se): -0.102, atom 49 (Sb): -0.359, atom 50 (Se): 0.084, atom 51 (Se): -0.355, atom 52 (Se): -0.352

=====

[3]
The following is a quantum chemistry calculation of 7 unconnected molecules or ions with the total composition C25H61BBrN5O7, from the OMol25 dataset.

Geometry as XYZ:
```
100
Properties=species:S:1:pos:R:3
C -4.0374 1.3980 0.4459
N -4.7091 0.4870 1.3981
C -5.4631 -0.5389 0.6337
B -3.7157 -0.1488 2.3221
O -3.9635 -0.3400 3.7052
C -2.2984 -0.5945 1.6253
N -1.2928 0.3278 1.6979
N -0.1743 -0.0159 1.0977
C -0.2003 -1.2406 0.4987
C 1.1202 -1.6377 -0.2695
C 0.8624 -1.3268 -1.8001
C 1.5092 -2.3534 -2.7926
Br 1.1282 -4.2335 -2.3612
N -1.1864 -2.1795 0.4582
N -2.3043 -1.8357 1.0584
H -3.2780 2.0618 0.9230
H -4.8356 2.0738 0.0223
H -3.5960 0.8667 -0.4503
H -5.9990 -0.0123 -0.2011
H -6.2218 -1.0452 1.2816
H -4.8050 -1.3414 0.1967
H -4.6907 -0.9775 3.7698
H 2.0005 -1.0652 0.1188
H 1.3083 -2.7131 -0.0386
H 1.3154 -0.3166 -2.0044
H -0.2455 -1.2180 -1.9510
H 2.6010 -2.1273 -2.9178
H 1.0623 -2.1567 -3.8046
C 3.4230 1.9658 1.2866
C 3.0078 2.7198 2.5395
C 3.1005 1.8364 3.7737
O 1.6691 3.1896 2.3901
H 2.7656 1.1078 1.1159
H 3.3410 2.6083 0.4070
H 4.4523 1.6072 1.3617
H 3.6452 3.5980 2.6683
H 2.4337 0.9733 3.6843
H 2.7891 2.3877 4.6634
H 4.1200 1.4750 3.9258
H 1.0962 2.4217 2.2753
C 3.1771 6.7350 3.7200
C 3.9563 7.6372 2.7774
C 3.0335 8.3240 1.7833
O 4.9282 6.8651 2.0712
H 2.6602 5.9450 3.1656
H 3.8517 6.2397 4.4226
H 2.4367 7.3036 4.2876
H 4.4999 8.3890 3.3536
H 2.5125 7.5873 1.1640
H 3.6064 8.9610 1.1057
H 2.2892 8.9378 2.2954
H 4.4587 6.1982 1.5586
C 3.2945 -6.3619 -6.3119
C 1.8231 -6.1036 -6.0264
C 0.9303 -6.8252 -7.0236
O 1.5657 -4.7013 -6.0843
H 3.5671 -5.9971 -7.3071
H 3.9234 -5.8296 -5.5949
H 3.5266 -7.4277 -6.2563
H 1.5830 -6.4326 -5.0130
H 1.1222 -6.4764 -8.0425
H -0.1203 -6.6226 -6.8138
H 1.0922 -7.9054 -6.9886
H 1.7737 -4.3982 -6.9746
C -1.4043 -6.7232 2.6694
C -0.1401 -5.8778 2.6572
C -0.3289 -4.5888 3.4426
O 0.2135 -5.5679 1.3115
H -2.2360 -6.1850 2.2047
H -1.2578 -7.6397 2.0941
H -1.6902 -6.9926 3.6888
H 0.6875 -6.4494 3.0831
H -1.1247 -3.9793 3.0033
H 0.5829 -3.9876 3.4170
H -0.5826 -4.7941 4.4851
H -0.5120 -5.0622 0.9257
C -1.0080 8.2517 6.1775
C 0.2297 9.1353 6.1877
C 0.0192 10.3724 7.0468
O 0.5456 9.5293 4.8530
H -1.8652 8.7883 5.7595
H -0.8463 7.3731 5.5495
H -1.2640 7.9182 7.1855
H 1.0829 8.5673 6.5651
H -0.8036 10.9801 6.6581
H 0.9113 11.0020 7.0371
H -0.2061 10.1021 8.0807
H -0.1998 10.0320 4.5076
C -3.6439 -5.7958 -6.7792
C -2.8266 -4.9596 -7.7518
C -3.7156 -4.2916 -8.7894
O -1.8690 -5.7901 -8.4070
H -4.1761 -6.5943 -7.3053
H -2.9926 -6.2769 -6.0465
H -4.3744 -5.1823 -6.2475
H -2.2683 -4.1987 -7.2020
H -4.2502 -5.0397 -9.3827
H -3.1153 -3.7031 -9.4864
H -4.4482 -3.6333 -8.3174
H -2.3486 -6.4672 -8.8966
```

DFT total energy	-119414.2701	eV
net charge	0
gap between HOMO and LUMO	8.182	eV
SMILES string	CN(C)B(O)c1nnc(CCCBr)nn1.CC(C)O.CC(C)O.CC(C)O.CC(C)O.CC(C)O.CC(C)O

Löwdin atomic charge list, values in e, 99 entries: atom 1 (C): -0.119, atom 2 (N): -0.140, atom 3 (C): -0.098, atom 4 (B): -0.427, atom 5 (O): 0.125, atom 6 (C): -0.194, atom 7 (N): 0.099, atom 8 (N): 0.107, atom 9 (C): -0.289, atom 10 (C): -0.151, atom 11 (C): -0.266, atom 12 (C): -0.588, atom 13 (Br): 0.633, atom 14 (N): 0.111, atom 15 (N): 0.100, atom 16 (H): 0.090, atom 17 (H): 0.097, atom 18 (H): 0.096, atom 19 (H): 0.095, atom 20 (H): 0.092, atom 21 (H): 0.082, atom 22 (H): 0.104, atom 23 (H): 0.102, atom 24 (H): 0.071, atom 25 (H): 0.117, atom 26 (H): 0.108, atom 27 (H): 0.077, atom 28 (H): 0.064, atom 29 (C): -0.061, atom 30 (C): -0.501, atom 31 (C): -0.060, atom 32 (O): -0.063, atom 33 (H): 0.056, atom 34 (H): 0.080, atom 35 (H): 0.081, atom 36 (H): 0.125, atom 37 (H): 0.079, atom 38 (H): 0.080, atom 39 (H): 0.080, atom 40 (H): 0.068, atom 41 (C): -0.055, atom 42 (C): -0.492, atom 43 (C): -0.061, atom 44 (O): -0.060, atom 45 (H): 0.072, atom 46 (H): 0.081, atom 47 (H): 0.068, atom 48 (H): 0.138, atom 49 (H): 0.082, atom 50 (H): 0.078, atom 51 (H): 0.073, atom 52 (H): 0.078, atom 53 (C): -0.066, atom 54 (C): -0.503, atom 55 (C): -0.063, atom 56 (O): -0.077, atom 57 (H): 0.080, atom 58 (H): 0.077, atom 59 (H): 0.079, atom 60 (H): 0.124, atom 61 (H): 0.083, atom 62 (H): 0.060, atom 63 (H): 0.081, atom 64 (H): 0.084, atom 65 (C): -0.066, atom 66 (C): -0.499, atom 67 (C): -0.065, atom 68 (O): -0.073, atom 69 (H): 0.081, atom 70 (H): 0.079, atom 71 (H): 0.078, atom 72 (H): 0.138, atom 73 (H): 0.064, atom 74 (H): 0.078, atom 75 (H): 0.079, atom 76 (H): 0.069, atom 77 (C): -0.064, atom 78 (C): -0.504, atom 79 (C): -0.066, atom 80 (O): -0.066, atom 81 (H): 0.081, atom 82 (H): 0.079, atom 83 (H): 0.080, atom 84 (H): 0.136, atom 85 (H): 0.081, atom 86 (H): 0.079, atom 87 (H): 0.080, atom 88 (H): 0.085, atom 89 (C): -0.063, atom 90 (C): -0.497, atom 91 (C): -0.067, atom 92 (O): -0.066, atom 93 (H): 0.081, atom 94 (H): 0.077, atom 95 (H): 0.080, atom 96 (H): 0.140, atom 97 (H): 0.080, atom 98 (H): 0.079, atom 99 (H): 0.079

=====

Which of these has the lowest net charge?
C14H23CoN7O2SbSe4